[1]
# C24H41AlCl4F10IN4NaO11PS3

C24H41AlCl4F10IN4NaO11PS3 as an isolated structure in a non-equilibrium geometry (ωB97M-V with the def2-TZVPD basis set, the Open Molecules 2025 dataset).

frontier orbital gap = 1.9 eV
charge = +1

Geometry (Å):
1 C 4.456 2.890 -2.622
2 C 4.195 2.274 -3.851
3 C 3.672 0.855 -4.015
4 C 4.398 -0.164 -3.127
5 C 5.526 -1.025 -3.752
6 C 6.683 -0.258 -4.436
7 C 7.145 1.031 -3.710
8 I 6.288 0.084 -6.560
9 N 3.286 -1.155 -2.931
10 S 3.455 -2.766 -2.281
11 C 2.131 -0.748 -3.277
12 C 2.091 0.706 -3.779
13 C 1.192 0.734 -5.034
14 C -0.019 -0.216 -4.987
15 O -0.716 -0.136 -3.769
16 C -1.326 -1.340 -3.385
17 C -2.886 -1.253 -3.605
18 F -3.488 -0.879 -2.436
19 F -3.216 -0.383 -4.493
20 F -3.327 -2.445 -3.934
21 N 1.670 1.370 -2.563
22 C 0.871 2.386 -2.687
23 C 1.144 3.614 -3.526
24 C -0.403 2.406 -1.918
25 H 5.467 2.964 -2.214
26 H 3.660 3.307 -2.005
27 H 4.343 2.874 -4.758
28 H 3.797 0.651 -5.084
29 H 4.677 0.302 -2.182
30 H 5.053 -1.668 -4.498
31 H 5.977 -1.621 -2.956
32 H 7.533 -0.937 -4.444
33 H 6.845 1.887 -4.315
34 H 8.235 1.040 -3.717
35 H 6.748 1.109 -2.700
36 H 2.876 -2.581 -1.063
37 H 1.310 -1.443 -3.141
38 H 1.806 0.388 -5.877
39 H 0.841 1.729 -5.312
40 H -0.693 0.080 -5.803
41 H 0.327 -1.229 -5.238
42 H -1.158 -1.435 -2.281
43 H -0.886 -2.237 -3.833
44 H 1.745 4.363 -3.008
45 H 0.205 4.099 -3.807
46 H 1.625 3.332 -4.472
47 H -1.213 2.992 -2.440
48 H -0.700 1.410 -1.605
49 H -0.171 2.956 -0.987
50 F -2.892 3.301 -2.306
51 C -4.874 5.016 -0.618
52 Cl -5.975 4.941 0.785
53 Cl -3.211 5.102 -0.084
54 H -4.998 4.122 -1.222
55 H -5.112 5.898 -1.202
56 Na -4.995 3.001 1.874
57 C -3.527 -1.137 5.786
58 C -4.145 0.005 6.573
59 C -5.456 0.499 5.949
60 C -5.196 0.984 4.590
61 N -4.995 1.364 3.534
62 H -3.263 -0.826 4.772
63 H -2.617 -1.476 6.268
64 H -4.212 -1.985 5.717
65 H -3.431 0.830 6.631
66 H -4.336 -0.323 7.595
67 H -5.877 1.313 6.540
68 H -6.194 -0.303 5.904
69 O -3.711 -3.078 2.513
70 P -2.227 -2.822 2.377
71 O -1.971 -1.654 1.376
72 O -1.566 -4.089 1.882
73 O -1.657 -2.486 3.736
74 Al -2.172 -1.316 -0.387
75 C 1.032 -5.594 10.771
76 F 1.159 -6.232 11.938
77 F 2.267 -5.419 10.267
78 F 0.378 -6.412 9.929
79 S 0.155 -3.995 10.978
80 O 0.989 -3.233 11.862
81 O -1.137 -4.351 11.491
82 N 0.198 -3.566 9.447
83 S -0.483 -2.186 9.090
84 O 0.189 -1.007 9.557
85 O -1.920 -2.151 9.155
86 C -0.122 -2.237 7.296
87 F -0.677 -3.303 6.695
88 F 1.193 -2.300 7.034
89 F -0.602 -1.139 6.682
90 O 0.197 -0.065 2.776
91 H -0.522 -0.119 2.138
92 H -0.045 -0.705 3.457
93 O 4.435 4.116 -6.858
94 H 5.214 3.514 -6.856
95 H 3.885 3.986 -7.661
96 H 4.704 5.054 -6.756
97 C -6.510 -1.168 -5.222
98 Cl -6.877 0.551 -5.051
99 Cl -7.211 -1.843 -6.697
100 H -5.435 -1.293 -5.261
101 H -6.917 -1.699 -4.368

---

[2]
# H2N5O2

An isolated ion of composition H2N5O2 and charge -1 in a non-equilibrium geometry (ωB97M-V with the def2-TZVPD basis set, the Open Molecules 2025 dataset).

frontier orbital gap = 7.8 eV
SMILES string = [O-]N1NNN=[N+]1[O-]
relative energy (zero: lowest compared OMol25 entry of this formula, charge and spin) = 273.7 kJ/mol
charge = -1

Geometry (Å):
1 O 1.041 -1.907 0.018
2 N 0.363 -0.792 0.141
3 N -1.050 -0.665 -0.187
4 N -1.165 0.878 0.180
5 N 0.117 1.344 -0.107
6 N 0.974 0.380 -0.041
7 O 2.204 0.511 -0.094
8 H -1.156 -0.533 -1.138
9 H -1.328 0.783 1.229

---

[3]
# C2H6N2O2

One molecule with the formula C2H6N2O2 in a non-equilibrium geometry (ωB97M-V with the def2-TZVPD basis set, the Open Molecules 2025 dataset).

frontier orbital gap = 10.3 eV
SMILES string = CO/N=[N+](/C)[O-]
relative energy (zero: lowest compared OMol25 entry of this formula, charge and spin) = 573.6 kJ/mol

Geometry (Å):
1 C -0.440 2.213 0.903
2 O 0.227 0.977 1.097
3 N -0.047 0.098 -0.061
4 N 0.407 -1.087 -0.008
5 C 0.194 -1.929 -1.228
6 O 0.980 -1.652 0.925
7 H -1.531 2.268 0.936
8 H -0.126 2.575 0.023
9 H -0.030 2.690 1.833
10 H 0.416 -2.942 -0.963
11 H 0.795 -1.435 -2.103
12 H -0.846 -1.778 -1.354

---

[4]
# C22H53N10O5P2

A 3-piece molecular cluster, C22H53N10O5P2 overall in a non-equilibrium geometry (ωB97M-V with the def2-TZVPD basis set, the Open Molecules 2025 dataset).

frontier orbital gap = 4.6 eV
relative energy (zero: lowest compared OMol25 entry of this formula, charge and spin) = 534.3 kJ/mol
charge = +1

Geometry (Å):
1 C 1.317 -1.470 0.622
2 C -0.004 -0.669 1.244
3 O -0.186 -0.758 2.563
4 N -0.895 0.041 0.250
5 C -1.533 1.291 0.811
6 C -2.961 1.588 0.025
7 C -4.291 1.242 0.966
8 C -5.578 2.183 0.580
9 N -6.771 1.318 0.242
10 C -7.532 1.621 -1.031
11 C -8.754 0.537 -1.177
12 N -8.499 -0.282 0.073
13 O -9.368 -1.305 0.192
14 N -9.187 -2.011 -0.969
15 O -9.662 -3.133 -0.864
16 C -7.360 0.134 0.978
17 C -6.859 -0.551 2.382
18 H 2.034 -0.730 0.031
19 H 1.891 -1.991 1.527
20 H 0.975 -2.279 -0.151
21 H -1.575 -0.593 -0.222
22 H -1.672 1.303 1.973
23 H -0.822 2.204 0.551
24 H -2.976 0.913 -0.948
25 H -3.040 2.724 -0.248
26 H -4.580 0.118 0.738
27 H -4.030 1.293 2.106
28 H -5.280 2.752 -0.426
29 H -5.832 3.020 1.358
30 H -7.294 2.467 -1.804
31 H -9.575 0.435 -2.004
32 H -6.075 0.138 2.957
33 H -7.757 -0.708 3.151
34 H -6.397 -1.634 2.203
35 O 2.090 -4.957 -0.896
36 P 2.645 -6.395 -1.049
37 N 4.264 -5.910 -0.987
38 C 4.958 -5.130 -1.996
39 C 4.740 -5.532 0.344
40 N 1.988 -6.657 -2.594
41 C 2.521 -6.071 -3.811
42 C 0.524 -6.513 -2.617
43 N 3.282 -8.047 -1.226
44 C 3.130 -8.824 0.002
45 C 4.494 -8.439 -1.928
46 H 6.029 -5.078 -1.773
47 H 4.566 -4.108 -2.058
48 H 4.907 -5.588 -2.977
49 H 5.522 -6.227 0.664
50 H 3.937 -5.575 1.088
51 H 5.145 -4.514 0.377
52 H 2.636 -4.986 -3.725
53 H 1.877 -6.273 -4.674
54 H 3.476 -6.525 -4.075
55 H 0.222 -5.459 -2.666
56 H 0.080 -6.946 -1.717
57 H 0.089 -7.040 -3.472
58 H 3.878 -8.539 0.749
59 H 3.211 -9.899 -0.189
60 H 2.137 -8.654 0.433
61 H 5.399 -8.221 -1.354
62 H 4.580 -7.961 -2.905
63 H 4.486 -9.518 -2.128
64 O 0.135 4.895 0.981
65 P 1.131 5.984 0.514
66 N 2.491 5.168 1.099
67 C 2.813 4.940 2.496
68 C 2.900 4.008 0.304
69 N 0.500 7.215 1.501
70 C 0.720 7.296 2.934
71 C -0.925 7.473 1.240
72 N 2.276 7.237 -0.023
73 C 2.477 7.206 -1.470
74 C 3.499 7.642 0.652
75 H 3.815 4.511 2.597
76 H 2.095 4.261 2.971
77 H 2.853 5.863 3.064
78 H 3.891 4.189 -0.124
79 H 2.211 3.826 -0.527
80 H 2.939 3.083 0.891
81 H 0.468 6.361 3.440
82 H 0.126 8.097 3.390
83 H 1.752 7.570 3.153
84 H -1.568 6.738 1.741
85 H -1.135 7.424 0.168
86 H -1.212 8.474 1.575
87 H 3.133 6.380 -1.763
88 H 2.904 8.145 -1.837
89 H 1.517 7.075 -1.980
90 H 4.314 6.926 0.506
91 H 3.353 7.785 1.723
92 H 3.842 8.610 0.268